Below is C27H57ClN4O8V as an isolated structure at a distorted geometry, with properties calculated with ωB97M-V with the def2-TZVPD basis set.

```
98
Properties=species:S:1:pos:R:3:lowdin_charge:R:1
O 19.46431 16.89085 21.41962 -0.42
V 20.24422 16.52170 22.82053 0.72
O 20.94860 17.77475 23.40571 -0.35
N 22.62659 14.39243 23.32199 -0.57
O 21.95947 15.19075 22.57906 -0.16
O 23.67386 13.90150 22.89376 0.01
O 22.20919 14.11788 24.44594 -0.01
Cl 19.04393 15.16900 24.54844 -0.14
C 20.02921 23.61988 20.24345 -0.02
C 21.08766 23.94021 21.29422 -0.48
C 20.53471 24.95545 22.36888 -0.14
C 19.83374 24.29916 23.55485 -0.19
C 20.72878 23.20817 24.11134 -0.14
C 21.12809 22.10404 23.10244 -0.50
N 21.64977 22.72601 21.89792 -0.13
O 22.20812 21.80601 21.01616 0.00
C 22.25145 21.32612 23.83854 -0.02
C 19.95416 21.16962 22.79954 -0.01
C 22.30050 24.71988 20.74197 -0.05
H 20.33863 22.67520 19.79468 0.05
H 19.98152 24.42526 19.50812 0.09
H 19.00887 23.47255 20.60188 0.08
H 21.33202 25.62094 22.70225 0.11
H 19.79908 25.63666 21.93059 0.12
H 18.84987 23.93853 23.22451 0.10
H 19.49693 25.08103 24.24421 0.11
H 20.44575 22.71790 25.04067 0.12
H 21.67829 23.72074 24.30496 0.12
H 22.11640 21.28457 24.91964 0.08
H 22.26240 20.28133 23.51827 0.07
H 23.23487 21.73518 23.60923 0.09
H 19.63946 20.62705 23.68924 0.09
H 19.08824 21.77777 22.49328 0.08
H 20.01172 20.55079 21.90230 0.06
H 23.13657 24.69786 21.43974 0.08
H 22.25926 25.78040 20.46872 0.08
H 22.58248 24.23755 19.79641 0.08
H 21.50259 21.20058 20.72254 0.06
C 17.69573 19.00501 17.48793 -0.04
C 19.17536 19.11681 17.85683 -0.49
C 19.64999 17.70630 18.20869 -0.14
C 21.16283 17.58520 18.43472 -0.16
C 21.92152 18.06097 17.17967 -0.14
C 21.45221 19.44488 16.70330 -0.51
N 19.99465 19.54318 16.70989 -0.11
O 19.51080 20.72093 16.12042 -0.02
C 22.10914 20.51506 17.62907 -0.01
C 21.92097 19.57244 15.25966 -0.05
C 19.23742 20.01199 19.10705 -0.02
H 17.12378 18.94876 18.41856 0.08
H 17.40818 18.14718 16.87704 0.08
H 17.25302 19.89504 17.02819 0.08
H 19.15797 17.30873 19.09512 0.08
H 19.41958 17.08865 17.33585 0.12
H 21.35510 16.51478 18.53554 0.11
H 21.53117 18.04608 19.35207 0.11
H 21.65775 17.33127 16.40721 0.12
H 23.00122 18.09626 17.31138 0.12
H 22.29071 20.14828 18.63577 0.06
H 23.07366 20.78514 17.19573 0.08
H 21.40438 21.34619 17.63233 0.08
H 22.96297 19.27424 15.12917 0.08
H 21.26984 19.12618 14.51185 0.08
H 21.96574 20.63864 14.99274 0.08
H 18.90990 19.49690 20.00968 0.08
H 18.79676 20.99697 18.94868 0.09
H 20.28747 20.24838 19.31379 0.04
H 18.88803 20.43791 15.44313 0.10
C 13.55091 12.34047 20.21459 -0.04
C 14.76879 13.27202 20.45425 -0.49
C 15.85856 12.67577 19.56093 -0.15
C 16.99397 13.65450 19.26356 -0.17
C 16.39949 14.90992 18.63170 -0.15
C 15.32578 15.60453 19.47273 -0.50
N 14.38339 14.63734 20.03666 -0.11
O 13.54932 15.24381 20.97486 -0.03
C 16.17307 16.32717 20.55817 -0.03
C 14.61487 16.61383 18.59085 -0.02
C 15.22976 13.25841 21.94766 -0.01
H 13.28512 12.35200 19.15972 0.08
H 12.65421 12.80245 20.64510 0.08
H 13.75100 11.38220 20.68758 0.08
H 16.26611 11.77648 20.02708 0.12
H 15.47009 12.35907 18.58994 0.11
H 17.68733 13.17677 18.56817 0.11
H 17.56294 13.88015 20.16888 0.11
H 15.97562 14.57252 17.67291 0.12
H 17.20714 15.56621 18.30395 0.11
H 16.94006 16.97313 20.12910 0.06
H 15.62233 17.06949 21.15917 0.09
H 16.63819 15.71361 21.32718 0.07
H 15.38763 17.29584 18.22913 0.06
H 14.10671 16.18629 17.72964 0.09
H 13.92568 17.19511 19.20645 0.08
H 14.32148 13.37271 22.54067 0.08
H 16.02584 13.92633 22.25505 0.07
H 15.53532 12.22166 22.11262 0.08
H 14.09539 15.63305 21.68619 0.09
```

As for the net charge: -1. The value obtained for the highest occupied orbital energy is -6.290 eV. The calculation puts the orbital gap at 7.88 eV. For the lowest unoccupied orbital energy, the calculation gives 1.591 eV.